The following is a quantum chemistry calculation of a cluster of 2 separate species, C17H27N4O7 in total in a non-equilibrium geometry, from OMol25.

Geometry as XYZ:
```
55
Properties=species:S:1:pos:R:3:forces:R:3:mulliken_charge:R:1
O 1.3720 -4.7085 -0.0136 0.34 1.75 0.54 -0.506
O 2.8844 4.1825 -3.1150 -0.19 -0.45 -0.52 -0.710
O -3.7705 -4.3152 0.2586 -0.39 0.55 0.94 -0.561
O 0.2729 -1.7235 1.2943 0.52 -1.60 -0.69 -0.720
O -0.7986 3.7214 0.0105 0.38 0.09 -0.12 -0.666
O 2.5805 -2.8047 0.2175 -1.07 -0.38 0.34 -0.419
O -4.6341 -3.2247 2.0408 0.74 -0.01 -0.33 -0.454
C 1.4434 -3.5509 0.3683 0.80 -2.77 -1.10 0.212
C 2.4725 4.7767 -2.1256 1.14 -0.10 -0.21 0.782
C -3.6455 -3.5211 1.1728 0.78 -1.03 -1.33 0.266
C 0.2404 -2.9239 0.9975 -1.93 2.91 1.23 0.138
C -1.0420 3.8360 -1.1844 0.74 -0.10 1.15 -0.135
C 0.9226 0.6380 -0.8881 0.41 0.41 -0.38 -0.622
C 1.3133 1.5930 -1.7845 -0.97 0.20 0.11 0.333
C 3.1371 0.7942 -0.8225 -0.64 -0.10 -0.07 -0.434
N 2.0741 0.1427 -0.3009 0.47 0.84 -0.62 0.193
N -2.3084 3.8973 -1.6043 -0.73 0.04 -0.96 -0.128
N 1.2868 4.5259 -1.5691 -1.61 0.00 0.72 -0.161
N 2.6902 1.6820 -1.7340 -0.24 -1.01 0.90 0.083
C 3.3624 5.7672 -1.4128 -0.17 0.08 -0.13 -1.336
C -2.7952 4.0290 -2.9798 0.27 0.07 0.14 -0.809
C -0.4895 -5.0533 4.8606 0.09 0.14 0.00 -1.413
C -2.3102 -2.7984 1.3392 0.22 0.36 0.93 -0.504
C -0.4335 -4.0591 3.7024 -0.33 -0.35 -0.09 0.015
C -0.9366 -4.7087 2.4012 0.48 0.26 0.16 -1.120
C -1.0650 -3.7257 1.2083 -0.02 -0.31 -0.46 0.551
C 0.4260 2.4249 -2.6800 0.66 -0.13 -0.32 -1.135
C 0.1219 3.8617 -2.1927 0.31 0.24 0.09 0.439
H 3.2292 -3.4266 -0.1615 -0.10 0.18 0.04 0.342
H -5.3850 -3.7806 1.7771 -0.06 0.06 0.02 0.373
H -0.0963 0.3385 -0.6679 0.49 -0.17 0.22 0.595
H 4.1775 0.6225 -0.5611 -0.38 0.05 -0.08 0.445
H 2.0996 -0.6096 0.3910 -0.02 0.18 -0.19 0.213
H -2.9974 3.8741 -0.8661 0.20 -0.05 0.03 0.309
H 1.1080 4.9659 -0.6756 -0.23 -0.11 -0.06 0.213
H 3.2354 2.3381 -2.2985 -0.09 0.03 0.06 0.282
H 3.5685 5.4211 -0.4017 0.00 0.10 0.13 0.346
H 2.8660 6.7357 -1.3731 0.04 0.06 0.17 0.368
H 4.2974 5.8705 -1.9635 -0.16 -0.10 0.07 0.357
H -3.8874 4.0534 -2.9817 0.25 -0.03 0.10 0.329
H -2.4696 3.1824 -3.5864 -0.08 0.06 -0.07 0.250
H -2.4338 4.9573 -3.4273 -0.08 -0.07 -0.07 0.296
H -1.5196 -5.3783 5.0380 0.15 -0.01 0.01 0.337
H -0.1120 -4.5864 5.7754 -0.07 -0.16 -0.07 0.387
H 0.1232 -5.9336 4.6425 -0.10 0.06 0.08 0.343
H -2.3053 -2.2907 2.3069 0.09 0.08 -0.14 0.235
H -2.2760 -2.0246 0.5686 -0.06 -0.02 0.03 0.384
H -1.0499 -3.1927 3.9583 0.11 0.06 -0.08 0.274
H 0.5979 -3.7148 3.5801 -0.03 0.10 -0.05 0.258
H -0.2465 -5.5143 2.1266 -0.13 0.07 -0.03 0.482
H -1.9086 -5.1782 2.5852 0.04 0.10 -0.16 0.364
H -1.2059 -4.3299 0.3048 0.04 0.00 0.07 0.682
H -0.5099 1.8904 -2.8517 0.03 -0.02 0.15 0.502
H 0.9182 2.4985 -3.6521 -0.02 0.03 0.06 0.420
H -0.1891 4.4572 -3.0510 0.10 -0.10 -0.20 0.435
```
Forces are in eV/Å.

Values from the calculation:
2S+1: 1
Calculated total energy, eV: -38356.33447
Maximum force, hartree/bohr: 0.0720
Total charge: +1